No. 1
The following is a quantum chemistry calculation of the ion C7H7ClF3N2O2 with charge +1, from the OMol25 dataset.

```
! RIJCOSX wB97M-V def2-TZVPD def2/J DEFGRID3
* xyz 1 1
N 2.7352 -0.6357 0.0306
C 1.5297 0.0848 0.0691
C 1.3247 1.4267 -0.2571
C 0.0566 2.0731 -0.0890
C -1.0655 1.4002 0.0999
Cl -2.6136 2.0404 0.2535
C -1.0220 -0.1745 -0.0233
N -1.0148 -0.4318 -1.5238
O -0.0593 -1.0398 -1.9133
O -1.8548 0.1001 -2.1720
C -2.2755 -0.9949 0.5435
F -3.3656 -0.8778 -0.0610
F -1.8466 -2.3157 0.5645
F -2.4184 -0.6845 1.8428
C 0.2057 -0.6222 0.6071
H 3.3006 -0.2044 0.7477
H 3.2573 -0.7400 -0.8777
H 2.5786 -1.5839 0.4143
H 2.0500 2.2154 -0.5681
H -0.0405 3.1418 -0.0221
H 0.5002 -1.7429 0.6856
H 0.0383 -0.4346 1.6486
*
```

As for the structure (SMILES): [NH3+]C1=CC=C(Cl)[C@]([N+](=O)[O-])(C(F)(F)F)C1.



No. 2
The following is a quantum chemistry calculation of a cluster of 2 separate species, C5H10O4Se in total, from the OMol25 dataset.

```
! RIJCOSX wB97M-V def2-TZVPD def2/J DEFGRID3
* xyz 0 1
C 0.3352 -1.6981 0.1030
C -0.9347 -1.0311 -0.4037
C -1.1760 0.4681 0.0542
C 0.2278 1.1417 0.3858
C 1.1003 0.2530 1.2357
O 0.9483 -1.0427 1.2622
O -2.0156 -1.8971 -0.1410
O -1.8632 1.2249 -0.8786
O 0.1667 2.3932 1.1074
Se 3.4743 -0.1815 -0.3409
H 0.0675 -2.5549 0.6003
H 1.1347 -1.5680 -0.6308
H -0.7965 -0.7892 -1.5724
H -1.8075 0.5076 0.9315
H 0.7118 1.1885 -0.6287
H 1.5973 0.6049 2.0917
H -2.5558 -2.0748 -0.8412
H -1.3029 1.1481 -1.6039
H -0.4156 3.0250 0.4878
H 3.1041 0.8825 -1.2187
*
```



No. 3
The following is a quantum chemistry calculation of a structure of composition C25H31AsN2O5PdSSi, from the OMol25 dataset.

```
! RIJCOSX wB97M-V def2-TZVPD def2/J DEFGRID3
* xyz 2 1
Pd 0.2617 -0.2328 -0.6053
C -4.4327 -0.3928 -1.2427
Si -2.9208 0.4043 -1.9542
C -2.8665 0.6642 -3.7818
C -2.5952 1.9704 -1.0674
N -1.5204 -0.8485 -1.6311
C -1.5364 -2.0459 -2.0807
C -2.5986 -2.6064 -2.9390
C -2.5363 -3.8701 -3.3805
C -1.4227 -4.7005 -3.0061
C -0.3914 -4.2906 -2.2068
C -0.4082 -2.9776 -1.7320
O 0.5229 -2.4596 -0.9751
C 1.6110 -3.3043 -0.5106
C 2.8011 -3.2394 -1.1929
C 3.8347 -4.0439 -0.7279
C 3.6440 -4.8588 0.3814
C 2.4205 -4.8839 1.0400
C 1.3702 -4.0912 0.5916
H -5.2911 0.2492 -1.4545
H -4.3229 -0.4353 -0.1562
H -4.6816 -1.3934 -1.5928
H -3.5161 1.5125 -4.0109
H -3.1835 -0.1709 -4.4055
H -1.8527 0.9439 -4.0796
H -3.4959 2.5687 -1.2442
H -1.7463 2.5301 -1.4546
H -2.4941 1.8494 0.0101
H -3.4141 -1.9597 -3.2246
H -3.3027 -4.2770 -4.0247
H -1.3950 -5.7141 -3.3900
H 0.4226 -4.9570 -1.9638
H 2.9251 -2.5897 -2.0485
H 4.7889 -4.0270 -1.2358
H 4.4538 -5.4838 0.7317
H 2.2760 -5.5236 1.8998
H 0.4068 -4.0906 1.0858
C 3.8514 -0.5241 2.9699
As 2.1362 0.1024 2.3984
C 0.8225 -1.0097 3.2210
C 2.0078 1.9052 3.0103
S 2.2734 -0.1707 0.2459
H 3.8636 -0.5223 4.0598
H 4.6218 0.1475 2.5947
H 4.0227 -1.5308 2.5945
H 0.7098 -0.6970 4.2588
H 1.1760 -2.0384 3.1789
H -0.1193 -0.8864 2.6951
H 2.5675 1.9666 3.9433
H 0.9647 2.1656 3.1633
H 2.4563 2.5631 2.2678
O 0.5077 1.8880 -0.5784
C 0.0337 2.0898 0.5866
O -0.3026 1.1238 1.3137
C -0.1278 3.4967 1.0373
C -0.8286 3.7785 2.2081
C -0.9989 5.0907 2.6212
C -0.4657 6.1305 1.8710
C 0.2202 5.8211 0.7117
C 0.4004 4.5286 0.2692
N 0.7860 6.9248 -0.1027
O 0.7330 8.0392 0.3656
O 1.3066 6.6205 -1.1557
H -1.2468 2.9628 2.7836
H -1.5478 5.3102 3.5261
H -0.5754 7.1633 2.1681
H 0.9376 4.3363 -0.6475
*
```



| no. | E_tot (Ha) | maximum force (eV/Å) | highest occupied orbital energy (eV) |
| --- | --- | --- | --- |
| 1 | -1290.301550 | 7.024 | -13.07 |
| 2 | -2898.757815 | 4.021 | -7.70 |
| 3 | -4507.661274 | 0.953 | -14.36 |